The following is a quantum chemistry calculation of a cluster of 2 separate species, ClH2N2P in total, from the Open Molecules 2025 dataset.

* total energy: -24819.53641 eV
* multiplicity: 3
* lowest unoccupied orbital energy (spin up / spin down): 0.325 / -0.480 eV
* gap between HOMO and LUMO (spin up / spin down): 7.390 / 8.312 eV
* HOMO energy (spin up / spin down): -7.066 / -8.792 eV
* energy relative to the best compared isomer or geometry (same formula, charge and spin): 3.3 kcal per mole

Positions of all 6 atoms, in Å:
N  0.2620  0.5677  -0.3277
N  1.0557  -0.3704  -0.6704
P  -1.9696  -0.2720  0.9676
Cl  -2.1201  1.5218  1.7777
H  0.6663  -1.2916  -0.7874
H  2.1057  -0.1555  -0.9597